Entry from OMol25: a cluster of 3 separate species, C21H18F6O8 in total at a distorted geometry (ωB97M-V/def2-TZVPD).

Results
**Electronic energy**: -2011.86994 Ha
**LUMO energy**: -1.71 eV
**F_max**: 5.65 eV Å⁻¹
**SMILES string**: O=C1C=CC(=O)C(OC(=O)c2ccccc2)=C1.CCOC(=O)C(F)(F)F.CCOC(=O)C(F)(F)F
**E_HOMO**: -9.32 eV
**Orbital gap**: 7.60 eV

Element x y z (Å)
O: 0.867 -4.809 4.013
C: 0.206 -4.205 3.132
C: 0.234 -2.598 2.943
C: -0.876 -1.926 2.330
C: -2.114 -2.831 1.906
O: -3.323 -2.456 1.953
C: -1.821 -4.322 1.435
O: -2.567 -5.057 0.454
C: -1.982 -4.680 -0.825
O: -2.655 -4.038 -1.678
C: -0.464 -4.995 -1.227
C: 0.010 -6.282 -1.966
C: 1.548 -6.427 -2.234
C: 2.599 -5.356 -1.847
C: 2.118 -4.052 -1.105
C: 0.587 -3.904 -0.804
C: -0.709 -4.985 2.054
H: 1.132 -1.968 3.242
H: -0.889 -0.798 2.145
H: -0.767 -7.054 -2.277
H: 1.899 -7.388 -2.748
H: 3.721 -5.430 -2.035
H: 2.883 -3.255 -0.828
H: 0.253 -2.952 -0.247
H: -0.502 -6.056 1.729
C: -5.454 2.099 0.889
C: -4.668 3.388 0.748
O: -3.295 3.184 1.121
C: -2.490 2.678 0.165
O: -2.854 2.395 -0.947
C: -1.059 2.563 0.680
F: -0.992 2.057 1.934
F: -0.440 3.764 0.724
F: -0.287 1.769 -0.087
H: -5.350 1.693 1.899
H: -6.513 2.268 0.682
H: -5.085 1.335 0.200
H: -5.072 4.140 1.429
H: -4.742 3.796 -0.263
C: 1.493 4.489 -0.956
C: 2.274 5.780 -1.099
O: 3.647 5.583 -0.726
C: 4.454 5.078 -1.682
O: 4.090 4.792 -2.794
C: 5.887 4.970 -1.168
F: 5.952 4.467 0.084
F: 6.497 6.174 -1.127
F: 6.657 4.177 -1.936
H: 1.598 4.087 0.052
H: 0.435 4.654 -1.162
H: 1.865 3.726 -1.644
H: 1.867 6.533 -0.419
H: 2.198 6.187 -2.111